[1]
DFT (wB97M-V/def2-TZVPD) results for a gas-phase ion, C10H11N3O (charge +2).

charge: +2
LUMO: -10.0 eV
molar mass: 189.2 g/mol
frontier orbital gap: 6.6 eV
SMILES: [NH2+]=C=[NH+]C(=[NH2+])/C([O-])=C/c1ccccc1
ΔE to the lowest compared entry with this formula, charge and spin: 29.49 kcal per mole
E: -17045.52955 eV

Structure (XYZ):
```
25
C10H11N3O wB97M-V/def2-TZVPD
N -2.951 -2.916 -0.362
C -2.004 -2.091 -0.577
N -1.207 -2.357 -1.679
C -0.230 -1.584 -2.029
N 0.566 -1.611 -3.075
C -0.149 -0.189 -1.259
O -0.658 0.725 -1.837
C 0.480 -0.146 0.061
C 0.764 0.995 0.736
C 1.433 0.680 2.014
C 1.715 1.723 2.838
C 1.405 3.081 2.501
C 0.583 3.371 1.397
C 0.304 2.380 0.488
H -3.459 -2.825 0.518
H -3.315 -3.581 -1.002
H -1.294 -3.103 -2.344
H 1.462 -1.175 -3.129
H 0.365 -2.017 -3.974
H 0.650 -1.060 0.644
H 1.826 -0.274 2.427
H 2.170 1.306 3.733
H 1.720 4.026 3.031
H 0.184 4.320 1.169
H -0.358 2.320 -0.289
```

[2]
DFT (wB97M-V/def2-TZVPD) results for a single C10H11N3OS molecule.

charge: 0
LUMO: 0.5 eV
molar mass: 221.3 g/mol
frontier orbital gap: 9.3 eV
SMILES: [H]/N=C1\SCC(=O)N1NCc1ccccc1
ΔE to the lowest compared entry with this formula, charge and spin: 27.58 kcal per mole
E: -27898.78678 eV

Structure (XYZ):
```
26
C10H11N3OS wB97M-V/def2-TZVPD
H -1.250 2.394 -3.604
N -0.989 1.671 -2.855
C 0.145 0.984 -2.831
S 1.361 1.315 -4.088
C 2.704 0.317 -3.155
C 1.912 -0.379 -2.054
O 2.360 -1.260 -1.316
N 0.589 0.082 -1.841
N -0.339 -0.747 -1.053
C -1.282 -0.044 -0.327
C -0.972 -0.213 1.201
C -2.000 -0.310 2.134
C -1.920 -0.368 3.488
C -0.640 -0.539 3.967
C 0.444 -0.683 3.146
C 0.258 -0.438 1.759
H 3.513 1.084 -2.834
H 2.951 -0.398 -3.966
H 0.176 -1.345 -0.380
H -1.120 1.024 -0.470
H -2.255 -0.144 -0.660
H -2.994 -0.223 1.770
H -2.743 -0.194 4.110
H -0.449 -0.403 5.063
H 1.389 -0.702 3.676
H 1.150 -0.481 1.121
```

[3]
DFT (wB97M-V/def2-TZVPD) results for a gas-phase ion, C10H11N4 (charge +1).

charge: +1
LUMO: -3.6 eV
molar mass: 187.2 g/mol
frontier orbital gap: 7.9 eV
ΔE to the lowest compared entry with this formula, charge and spin: 122.83 kcal per mole
E: -16495.47762 eV

Structure (XYZ):
```
25
C10H11N4 wB97M-V/def2-TZVPD
C -2.014 -0.899 -2.693
C 0.212 1.388 1.608
C 0.211 -0.637 -0.849
C -1.817 2.192 -0.985
C -0.602 1.328 0.526
C -0.527 0.436 -0.622
C 0.450 -1.086 2.443
C 1.103 0.245 2.036
C 1.183 -0.988 1.184
C -1.603 0.517 -2.817
N -2.218 -2.016 -2.593
N -1.405 2.436 0.200
N -1.338 1.028 -1.533
N 2.480 -1.657 0.866
H 0.310 2.254 2.336
H 0.798 -1.174 -1.575
H -2.453 2.939 -1.348
H 0.921 -1.798 3.249
H -0.622 -1.184 2.292
H 1.837 0.590 2.833
H -0.762 0.614 -3.439
H -2.442 0.885 -3.471
H 3.125 -1.500 1.732
H 2.954 -1.348 0.076
H 2.220 -2.567 0.543
```

[4]
DFT (wB97M-V/def2-TZVPD) results for a single C10H11NO2 molecule.

charge: 0
LUMO (spin up / spin down): -0.8 / -1.2 eV
molar mass: 177.2 g/mol
frontier orbital gap (spin up / spin down): 7.6 / 7.6 eV
ΔE to the lowest compared entry with this formula, charge and spin: 124.66 kcal per mole
E: -16128.88545 eV

Structure (XYZ):
```
24
C10H11NO2 wB97M-V/def2-TZVPD
C 2.172 -1.943 -1.674
C 2.622 -0.893 -0.785
C 0.874 -2.457 -1.464
C 1.758 -0.344 0.087
C 0.040 -1.823 -0.586
C 0.396 -0.710 0.178
C -1.077 1.350 0.851
C -0.574 0.031 1.026
C -0.955 -0.720 2.260
C -1.767 3.139 -0.665
N -0.967 1.916 -0.333
O -1.777 1.967 1.730
O -0.145 1.605 -1.219
H 2.785 -2.478 -2.361
H 3.702 -0.801 -0.883
H 0.421 -3.126 -2.134
H 2.116 0.346 0.738
H -0.945 -2.169 -0.477
H -0.285 -0.399 3.139
H -0.819 -1.824 2.090
H -1.953 -0.513 2.536
H -1.280 3.993 -0.191
H -1.714 3.082 -1.743
H -2.628 2.770 -0.120
```

[5]
DFT (wB97M-V/def2-TZVPD) results for a single C10H11NO6 molecule.

charge: 0
LUMO: -0.1 eV
molar mass: 241.2 g/mol
frontier orbital gap: 9.1 eV
SMILES: CC(=O)C[C@]1(O)C(N)=C(C(=O)O)C(=O)[C@H]2O[C@H]21
ΔE to the lowest compared entry with this formula, charge and spin: 0.00 kcal per mole
E: -24321.16088 eV

Structure (XYZ):
```
28
C10H11NO6 wB97M-V/def2-TZVPD
C 2.829 -1.111 0.996
C 1.644 -0.474 1.759
O 1.074 -1.061 2.716
C 0.947 0.878 1.306
C -0.661 0.787 0.934
O -1.398 0.709 2.176
C -0.889 -0.412 0.091
N -1.412 -1.539 0.683
C -0.626 -0.429 -1.312
C -0.810 -1.609 -2.140
O -1.465 -2.584 -1.749
O -0.200 -1.660 -3.308
C -0.327 0.822 -1.935
O 0.519 0.911 -2.779
C -0.927 2.108 -1.433
O -2.241 2.003 -0.731
C -1.125 2.033 0.195
H 2.564 -1.895 0.403
H 3.440 -1.513 1.737
H 3.394 -0.476 0.385
H 1.402 1.308 0.409
H 1.163 1.577 2.105
H -2.349 0.547 2.030
H -1.311 -1.746 1.678
H -1.981 -2.191 0.107
H 0.458 -0.979 -3.287
H -0.578 3.068 -1.908
H -1.133 2.927 0.873
```

[6]
DFT (wB97M-V/def2-TZVPD) results for 2 unconnected molecules or ions with the total composition C10H11NOS.

charge: 0
LUMO: -1.3 eV
molar mass: 193.3 g/mol
frontier orbital gap: 6.9 eV
ΔE to the lowest compared entry with this formula, charge and spin: 54.04 kcal per mole
E: -24919.22922 eV

Structure (XYZ):
```
24
C10H11NOS wB97M-V/def2-TZVPD
S -1.753 2.070 1.630
C -3.318 2.540 1.782
N -4.452 2.894 1.874
C -3.686 0.150 -0.856
O -2.226 0.089 -0.927
C -1.482 0.008 0.157
C -0.069 -0.280 -0.007
C 0.700 -0.578 1.132
C 2.058 -0.749 1.042
C 2.694 -0.633 -0.200
C 4.177 -0.774 -0.270
C 1.942 -0.382 -1.354
C 0.560 -0.221 -1.284
H -4.046 0.252 -1.882
H -4.083 -0.781 -0.430
H -4.031 1.015 -0.276
H -1.955 -0.206 1.149
H 0.190 -0.655 2.097
H 2.641 -0.964 1.940
H 4.564 -0.623 -1.279
H 4.667 -0.052 0.392
H 4.500 -1.763 0.070
H 2.447 -0.309 -2.322
H -0.038 -0.051 -2.177
```